DFT (wB97M-V/def2-TZVPD) results for the ion C7H13N3O3P with charge +1.

The geometry in XYZ format:
```
27
Properties=species:S:1:pos:R:3:forces:R:3
C 3.7929 -1.4942 -1.1822 2.102 -1.470 -1.278
P 3.4207 -0.2196 0.0142 0.447 -1.026 1.084
N 1.6606 -0.1428 -0.1631 -1.106 1.722 -0.719
C 0.9564 -1.3463 0.3260 0.757 -0.332 2.539
O 0.6499 -1.3332 1.4884 -0.276 0.105 -0.573
C 1.0009 1.0030 -0.2157 -0.866 1.181 1.408
C 1.5644 2.5171 -0.0950 3.233 -0.961 -1.421
O 0.8220 3.4337 -0.0063 -0.371 -0.253 0.238
N -0.3169 1.1297 -0.0953 -2.252 0.518 -0.148
C -1.2495 0.0027 -0.1944 -0.407 1.267 0.094
O -0.8690 -1.0837 -0.5875 0.913 -0.079 -0.758
N -2.5372 0.2189 0.0899 0.513 3.289 1.507
C -3.3838 -0.8698 -0.0695 -1.689 -3.907 0.990
C -3.1385 1.2994 0.9381 2.440 -0.470 1.237
H 3.8697 -1.1540 -2.2552 -0.272 -0.457 1.161
H 3.1740 -2.4074 -1.0370 0.327 0.737 -0.536
H 4.8650 -1.8666 -0.8839 -1.756 0.821 -0.528
H 3.3064 -1.3115 0.9895 0.146 1.383 -0.066
H 1.2385 -2.2481 -0.1758 -0.324 -0.414 -0.974
H 2.7286 2.6285 -0.2343 -2.028 -0.192 0.541
H -0.7398 2.1560 -0.0488 1.522 -2.663 -0.170
H -3.8143 -0.9901 -1.0836 0.775 -0.150 0.338
H -2.7336 -1.7444 0.3065 -1.639 0.613 -1.146
H -4.3029 -0.8626 0.5960 1.310 0.476 -0.527
H -3.5515 0.9245 1.8879 0.674 -0.492 -0.228
H -2.4324 2.1091 1.2195 -0.426 -0.498 -0.483
H -3.9805 1.6516 0.4717 -1.748 1.250 -1.582
```
Positions in Å, forces in eV/Å.

Summary:
Electronic energy: -1005.554627 hartree
Net charge: +1
HOMO: -13.55 eV
Relative energy (zero: lowest compared OMol25 entry of this formula, charge and spin): 4.4 kcal per mole
SMILES: CPN(C=O)/C(C=O)=[NH+]\C(=O)N(C)C
Orbital gap: 0.311 Eh